{"formula": "C36H44B4BrF31O16", "method": "wB97M-V/def2-TZVPD", "homo_ev": -9.8, "energy_ha": -8371.72098, "homo_lumo_gap_ev": 9.55, "spin_multiplicity": 1, "species": ["C", "B", "O", "B", "O", "B", "C", "C", "C", "Br", "O", "B", "C", "C", "C", "F", "F", "C", "F", "F", "C", "F", "F", "C", "F", "F", "C", "F", "F", "C", "F", "F", "F", "O", "H", "H", "H", "H", "H", "H", "H", "H", "H", "H", "H", "H", "H", "H", "C", "C", "O", "C", "O", "C", "F", "F", "F", "H", "H", "H", "H", "H", "C", "C", "O", "C", "O", "C", "F", "F", "F", "H", "H", "H", "H", "H", "C", "C", "O", "C", "O", "C", "F", "F", "F", "H", "H", "H", "H", "H", "C", "C", "O", "C", "O", "C", "F", "F", "F", "H", "H", "H", "H", "H", "C", "C", "O", "C", "O", "C", "F", "F", "F", "H", "H", "H", "H", "H", "C", "C", "O", "C", "O", "C", "F", "F", "F", "H", "H", "H", "H", "H"], "positions_angstrom": [[-1.78327, 0.49843, 6.68610], [-2.09997, -0.69943, 5.69950], [-3.03230, -0.44799, 4.68779], [-1.43632, -2.25615, 5.79333], [-1.50496, -3.08367, 4.66567], [-2.02901, -4.29266, 5.14838], [-3.48825, -4.78175, 4.81930], [-3.72135, -4.89901, 3.27188], [-4.71179, -3.81939, 2.82914], [-5.07543, -4.04217, 0.91351], [-1.19746, -5.03250, 5.99002], [-0.41251, -4.12433, 6.69722], [1.00306, -4.63161, 7.20006], [2.05721, -3.49340, 7.22741], [3.27318, -3.77176, 6.35851], [3.65461, -5.03684, 6.62619], [4.28580, -2.98710, 6.76979], [2.98480, -3.69240, 4.81512], [1.79121, -3.10938, 4.63067], [2.81493, -4.95703, 4.41672], [4.10529, -3.13191, 3.91395], [5.26542, -3.63454, 4.31513], [3.92095, -3.62045, 2.69202], [4.28482, -1.59627, 3.80511], [5.18056, -1.43855, 2.81606], [4.86989, -1.05537, 4.84858], [3.03145, -0.77354, 3.35649], [3.49640, 0.22569, 2.60474], [2.24460, -1.45166, 2.54685], [2.22615, -0.08558, 4.50604], [2.31819, -0.67213, 5.67577], [2.71175, 1.13148, 4.65993], [0.95730, 0.05808, 4.18752], [-0.85317, -2.81541, 6.92940], [-1.63809, 0.19291, 7.72656], [-0.89836, 1.02367, 6.29843], [-2.59013, 1.24210, 6.68547], [-3.91239, -0.31745, 5.06447], [-3.61568, -5.74446, 5.31762], [-4.18816, -4.04396, 5.23629], [-2.77651, -4.69633, 2.76249], [-4.10013, -5.89171, 3.03817], [-5.63207, -3.92080, 3.40593], [-4.30565, -2.82754, 3.03006], [0.83410, -4.95979, 8.23558], [1.31453, -5.52333, 6.65785], [2.45058, -3.42679, 8.24393], [1.58794, -2.53203, 7.02426], [6.68212, -2.94050, 0.04059], [5.36076, -3.64252, -0.19119], [4.76538, -3.22595, -1.43386], [5.23327, -3.81126, -2.53098], [6.09574, -4.63816, -2.57071], [4.46910, -3.29780, -3.75769], [4.33904, -1.96041, -3.73528], [3.23428, -3.82301, -3.80431], [5.09067, -3.62223, -4.89369], [6.55336, -1.85836, -0.01272], [7.08607, -3.20144, 1.01868], [7.41280, -3.21620, -0.71988], [4.65758, -3.36902, 0.58795], [5.47084, -4.72661, -0.16567], [0.37981, 2.24523, 2.61255], [0.73055, 1.77845, 1.21632], [-0.25273, 2.21975, 0.26067], [-0.13559, 3.47378, -0.15853], [0.70226, 4.25485, 0.18727], [-1.22062, 3.77746, -1.19963], [-2.42466, 3.33391, -0.80837], [-0.93369, 3.18572, -2.37355], [-1.32844, 5.09000, -1.42433], [-0.62877, 1.92468, 2.88136], [1.07146, 1.85824, 3.32498], [0.39793, 3.33431, 2.67669], [0.72732, 0.68984, 1.17267], [1.72570, 2.11051, 0.91983], [-1.83011, -4.12669, -4.50824], [-3.19296, -3.60998, -4.91557], [-4.23957, -4.55016, -4.60286], [-4.65927, -4.55485, -3.34092], [-4.23070, -3.86872, -2.46083], [-5.81651, -5.54887, -3.17957], [-5.55301, -6.72076, -3.78057], [-6.94395, -5.05969, -3.72584], [-6.06680, -5.80282, -1.89384], [-1.63874, -5.10258, -4.95696], [-1.05346, -3.43141, -4.82583], [-1.76119, -4.25053, -3.42751], [-3.22892, -3.47147, -5.99459], [-3.40648, -2.64476, -4.45704], [2.87573, 2.39453, -5.83283], [1.38634, 2.66084, -5.85962], [0.70730, 1.72556, -6.72024], [0.45303, 0.52783, -6.19739], [0.74396, 0.17111, -5.09470], [-0.31406, -0.34041, -7.20521], [0.22183, -0.27869, -8.43454], [-1.59922, 0.04855, -7.31870], [-0.32868, -1.62783, -6.84661], [3.28189, 2.39744, -6.84545], [3.38782, 3.15509, -5.24392], [3.09295, 1.41958, -5.40096], [1.19246, 3.64788, -6.27603], [0.95440, 2.63856, -4.85919], [-0.24320, 8.15511, 1.23164], [-0.40227, 8.44366, 2.71015], [-1.56584, 7.78396, 3.24516], [-1.41923, 6.49835, 3.54013], [-0.41895, 5.85887, 3.39733], [-2.72071, 5.94607, 4.13596], [-3.79422, 6.33024, 3.42867], [-2.88983, 6.38253, 5.39678], [-2.71513, 4.61063, 4.16736], [-1.15229, 8.42248, 0.69110], [0.59221, 8.72127, 0.82088], [-0.06154, 7.09475, 1.05339], [-0.56134, 9.50871, 2.86826], [0.48694, 8.16056, 3.27304], [-2.41576, 3.62426, -8.69739], [-1.96687, 4.59477, -9.76806], [-2.34353, 5.94393, -9.43630], [-1.55185, 6.57339, -8.57462], [-0.57339, 6.11606, -8.06028], [-2.05304, 8.00743, -8.35902], [-3.38140, 8.04581, -8.16956], [-1.77468, 8.77378, -9.42836], [-1.47734, 8.57136, -7.29549], [-3.48796, 3.72001, -8.52036], [-2.19594, 2.59877, -8.99342], [-1.91628, 3.82209, -7.74885], [-2.46102, 4.36510, -10.71012], [-0.89293, 4.53182, -9.94259]], "forces_ev_per_a": [[-0.59, -0.20, 0.01], [-0.30, 1.38, 0.18], [0.00, -1.09, 0.48], [0.89, 0.02, -0.63], [-1.03, -0.13, 0.88], [-0.14, -0.90, -0.61], [0.69, -0.03, -0.48], [-0.05, 0.81, 0.72], [0.24, -0.60, 0.19], [-0.02, 0.30, 0.49], [-0.30, 1.58, 0.19], [0.98, -1.18, 0.24], [-0.66, 0.77, 0.26], [-0.28, -0.36, 0.48], [-1.01, -0.11, 0.95], [0.58, -0.44, -0.11], [0.39, 0.64, -0.52], [0.25, -0.93, 0.94], [-0.16, 0.91, -0.39], [0.02, -0.64, -0.40], [-0.30, 0.33, 0.43], [0.78, -0.24, 0.78], [-0.63, 0.10, -0.91], [-0.06, -0.07, -1.36], [0.29, -0.29, -0.85], [-0.20, 0.26, 1.51], [0.40, 0.59, 0.25], [0.42, 0.83, -0.24], [-0.79, -1.16, -0.13], [0.27, 0.64, -0.18], [0.04, -1.00, 0.72], [0.61, 0.85, 0.25], [-0.77, -1.03, -0.06], [-0.19, -0.39, -0.64], [0.40, 0.03, -0.15], [0.06, -0.15, 0.24], [0.08, -0.05, -0.11], [0.12, 0.63, -0.29], [-0.31, 0.12, -0.01], [-0.01, -0.22, 0.09], [-0.13, -0.38, -0.24], [0.12, 0.06, -0.21], [-0.16, -0.03, -0.39], [0.02, -0.01, -0.36], [0.12, -0.06, -0.11], [0.02, 0.12, -0.05], [0.23, 0.07, -0.15], [0.24, -0.03, -0.18], [0.12, 0.10, -0.31], [0.33, -0.04, 0.54], [-0.21, -0.01, -0.31], [0.17, -0.14, 0.76], [-0.08, 0.03, -0.34], [-0.34, 0.41, -0.79], [0.09, -0.24, 0.12], [0.19, -0.03, 0.18], [0.03, -0.06, 0.33], [-0.06, -0.02, 0.13], [-0.05, -0.01, 0.01], [0.00, -0.10, 0.05], [-0.19, 0.12, -0.24], [0.02, 0.01, -0.24], [-0.62, 0.86, -0.57], [0.33, -0.28, 0.55], [-0.13, 0.14, -0.37], [0.49, -0.48, 0.55], [-0.20, 0.23, -0.27], [-0.73, 0.23, -0.48], [0.29, 0.03, 0.04], [0.13, 0.02, 0.23], [0.20, -0.19, 0.15], [0.06, -0.13, 0.01], [0.29, 0.14, 0.12], [0.04, -0.01, -0.05], [-0.22, 0.03, -0.22], [-0.11, 0.19, -0.11], [-0.05, -0.27, 0.26], [0.51, 0.36, -0.23], [-0.32, -0.15, 0.11], [0.59, 0.49, -0.41], [-0.30, -0.20, 0.19], [-0.61, -0.67, 0.18], [0.08, 0.26, 0.05], [0.28, 0.08, 0.02], [0.18, 0.20, -0.19], [0.01, 0.07, -0.12], [-0.04, 0.01, -0.03], [-0.01, 0.12, 0.00], [-0.21, -0.18, 0.00], [-0.11, -0.11, 0.16], [0.04, -0.29, -0.13], [0.39, 0.51, 0.29], [-0.38, -0.40, -0.19], [0.34, 0.78, 0.36], [-0.18, -0.34, -0.13], [-0.48, -0.69, -0.83], [0.09, 0.16, 0.27], [0.27, 0.20, 0.24], [0.16, 0.31, 0.23], [-0.02, 0.13, 0.01], [-0.05, 0.03, -0.02], [-0.02, -0.01, 0.12], [-0.16, -0.14, -0.20], [-0.06, -0.23, -0.05], [-0.19, -0.32, -0.04], [0.45, 0.37, -0.39], [-0.24, -0.16, 0.26], [0.52, 0.56, -0.29], [-0.19, -0.32, 0.15], [-0.80, -0.39, 0.24], [0.28, 0.01, 0.04], [0.20, 0.03, -0.21], [0.21, 0.25, -0.06], [0.04, 0.13, 0.02], [-0.01, 0.03, 0.04], [0.11, 0.03, 0.04], [-0.25, -0.08, 0.12], [-0.11, -0.21, 0.04], [-0.07, 0.15, 0.30], [0.05, -0.67, -0.13], [0.04, 0.39, 0.03], [0.06, -0.74, -0.34], [-0.01, 0.33, 0.15], [-0.33, 0.85, 0.25], [0.23, -0.16, -0.06], [0.04, -0.29, 0.08], [0.03, -0.28, -0.18], [-0.01, -0.06, -0.12], [0.01, 0.02, -0.04], [0.10, -0.04, -0.06], [-0.11, 0.27, 0.02], [0.02, 0.18, 0.15]]}